(1)
Formula: C23H70O12
Source: the OMol25 dataset
Level of theory: ωB97M-V with the def2-TZVPD basis set

Geometry as XYZ:
```
105
Properties=species:S:1:pos:R:3:mulliken_charge:R:1
O 0.38607 -3.01812 -4.54345 -0.565
O -0.42817 5.21428 2.88301 -0.623
O -1.85380 -3.34161 0.77920 -0.325
O -3.52512 -3.35488 3.32312 1.365
O 1.16721 0.20677 -0.86767 0.879
O 1.75671 -1.43439 2.52622 -0.281
O -4.52027 0.77151 -4.17832 -0.444
O 0.97273 2.31892 -3.12520 -0.611
O -2.74139 4.99646 1.16379 -0.425
O 4.48407 1.38010 3.29229 -0.541
O 6.17607 -2.27052 -1.18193 -0.487
O 1.42985 -2.46932 -0.36593 0.346
C -0.80921 3.69079 -2.19813 -0.335
C 4.37440 -0.92510 -1.90283 -0.120
C 0.61505 3.51190 -2.56722 -0.437
C 5.89920 -1.08135 -1.80673 -0.526
C 2.32216 -3.42846 -0.17652 -0.242
C 0.85658 5.96106 1.01711 -0.922
C 3.20994 1.79997 1.37815 -0.813
C 2.65356 -4.28438 -1.39490 -1.637
C -0.07145 0.75842 -0.40732 0.750
C -1.64232 -5.62263 1.57087 -1.301
C 0.70606 4.97699 2.14063 0.458
C -3.46581 -1.01899 3.39656 -0.813
C 1.26924 -2.53259 3.30752 -1.199
C -1.08416 -1.30075 -3.78257 -0.646
C 0.23038 -2.00775 -3.56276 0.337
C -3.68770 0.85111 -2.02987 -0.566
C -4.22242 -2.25698 2.81088 -1.090
C 4.30543 0.92502 1.97155 -0.156
C -3.11333 3.12602 2.83659 -0.630
C -3.57831 1.48350 -3.44810 -0.415
C -2.75609 3.61384 1.40934 -0.199
C -1.51821 -4.60556 0.38265 -0.381
C -0.93032 -0.21479 0.39855 -1.003
H -3.64451 -0.23778 -2.05333 0.205
H 0.57020 -2.89665 -0.36386 -0.523
H -3.41080 3.15363 0.66929 0.450
H -0.55226 -4.55705 -0.12002 0.120
H -2.42233 3.54826 3.56621 0.232
H -4.15202 3.26010 3.13864 0.501
H 6.37776 -1.09503 -2.78596 0.402
H 1.77211 -1.57770 1.57710 0.256
H 0.87787 1.63756 -2.45560 -0.019
H 3.99610 -0.11871 2.02664 0.187
H -2.63972 -5.64072 2.01014 0.249
H -2.95695 1.28929 -1.35009 -0.209
H -2.42607 -4.75189 -0.20259 0.404
H 1.68018 -2.40589 4.30911 0.277
H -5.19364 -2.22967 3.30491 0.707
H 4.93684 0.68050 3.76890 0.303
H 1.30330 3.70290 -1.74385 0.200
H 2.53571 1.42406 0.60860 -0.080
H 1.70752 5.79367 0.35682 0.354
H 1.52338 -3.47640 2.82509 0.232
H -1.76123 3.27411 1.12139 0.122
H -2.67821 1.19995 -3.99357 0.103
H 4.02617 -0.05612 -2.46113 0.368
H -1.01973 -0.85369 -4.77458 0.487
H 6.98809 -2.64093 -1.53550 0.282
H -1.18951 4.87415 2.40733 0.226
H -1.86772 0.29133 0.62926 0.364
H -1.17860 -1.04904 -0.25755 0.169
H 0.96210 4.37957 -3.12829 0.443
H -4.04941 -3.82262 3.97730 -0.704
H -3.60355 5.39207 1.31134 0.220
H 0.99955 6.97267 1.39696 0.296
H 3.03860 -3.75842 -2.26853 0.183
H -1.39521 -6.56950 1.09078 0.602
H 1.57688 4.90488 2.79221 0.343
H 0.57349 3.95990 1.77177 -0.353
H 3.70799 2.70336 1.02612 0.514
H -2.44056 -0.90957 3.04304 -0.060
H -1.37106 -0.51316 -3.08578 -0.450
H 1.06197 -1.34039 -3.78900 0.164
H -2.87302 2.07302 2.98339 -0.124
H -0.83661 -5.41791 2.27586 0.093
H -0.49806 -0.49636 1.35875 0.312
H -3.38255 -1.11142 4.47944 0.212
H -1.92557 -1.99358 -3.79366 0.348
H 3.41449 -5.04051 -1.20164 0.402
H 0.18086 -2.53940 3.24854 0.404
H 3.13400 -2.85344 0.26885 0.528
H 2.57341 2.30014 2.10806 0.360
H -0.03668 5.92804 0.39332 0.130
H -0.61803 0.99823 -1.31938 -0.766
H -0.97271 4.70840 -1.84338 0.447
H 4.01938 -1.86329 -2.32927 -0.092
H -2.49447 -3.39623 1.49206 -0.060
H 5.25193 1.01745 1.43893 0.201
H 0.06874 1.74992 0.02325 0.138
H -3.91712 -0.03829 3.24610 0.419
H -4.58313 1.17725 -1.50078 0.489
H 1.22953 -0.73684 -0.70240 -0.171
H -4.24648 -2.35837 1.72588 0.004
H 4.02412 -0.79018 -0.87950 -0.185
H -1.43677 3.52294 -3.07340 0.176
H -5.11810 1.43551 -4.52944 0.315
H -3.74421 2.56001 -3.40693 0.468
H 1.88975 -4.93269 -1.82433 0.364
H 6.44431 -0.27608 -1.31430 0.290
H 1.95490 -4.04714 0.64227 0.153
H 0.21085 -2.67276 -5.42187 0.328
H 0.39054 -2.31900 -2.53049 0.006
H -1.23265 3.05306 -1.42217 -0.155
```

⟨S²⟩: 0.75
Spin multiplicity: 2
Total charge: -1
Kohn-Sham gap (spin up / spin down), eV: 1.5 / 9.4

(2)
Formula: C19H27NO3
Source: the OMol25 dataset
Level of theory: ωB97M-V with the def2-TZVPD basis set

Geometry as XYZ:
```
50
Properties=species:S:1:pos:R:3:mulliken_charge:R:1
O -0.80729 -1.92682 -0.13331 -0.692
O -1.99834 -2.18821 -2.04987 -0.262
O -3.06921 -0.90109 1.21985 -0.785
N 1.45357 0.84137 -0.02912 0.450
C 0.57883 0.32875 2.16053 0.122
C -0.33651 -0.47089 2.88582 -0.163
C 3.79073 2.11000 -1.20264 -0.684
C -2.75497 0.30612 -2.23402 -2.226
C -1.55291 -3.57048 -2.05630 -0.192
C -0.22334 -0.61159 4.25931 -0.846
C -3.90959 1.19301 0.42513 -1.358
C 2.39049 2.71545 -1.34880 -0.761
C 1.23532 1.72434 -1.17854 -0.599
C 0.43111 0.51041 0.74749 -0.335
C 0.85613 -0.02481 4.93882 -0.352
C -2.34213 -0.23014 -0.92388 0.319
C -3.09051 -0.06095 0.30739 1.383
C 2.76773 0.18298 0.05540 -0.772
C -1.62473 -1.51456 -0.94515 0.727
C 3.91457 1.18566 0.00727 -0.407
C 1.79014 0.75139 4.24024 -0.689
C 1.61631 0.98633 2.88394 -0.312
C -1.88527 -4.01705 -3.45270 -1.189
H -3.77232 -0.03957 -2.50394 0.301
H 0.96522 -0.16524 6.01173 0.392
H 2.27835 3.49475 -0.58432 0.338
H -4.87763 0.91831 0.84649 0.383
H -2.76493 1.40154 -2.25426 0.521
H 2.26758 1.68885 2.35917 0.408
H 0.29054 2.26043 -1.00477 0.381
H -0.55493 0.43661 0.28616 0.400
H 1.10915 1.10187 -2.08070 0.396
H 2.80579 -0.43994 0.95253 0.461
H 2.28951 3.19658 -2.32921 0.359
H 3.93328 1.77781 0.93070 0.196
H -2.12810 -4.11747 -1.29354 0.261
H -2.06382 -0.04147 -3.01503 0.379
H -4.04957 1.70806 -0.52671 0.342
H 2.64447 1.19147 4.75772 0.390
H 4.53285 2.91774 -1.13491 0.337
H -0.96343 -1.20121 4.80393 0.438
H -0.47311 -3.59868 -1.84102 0.268
H -2.94808 -3.85885 -3.67206 0.294
H -1.12899 -0.97352 2.32636 0.441
H -1.66395 -5.07560 -3.60009 0.399
H 4.86194 0.63161 -0.03389 0.356
H 2.86792 -0.47963 -0.82099 0.379
H 4.01784 1.52594 -2.10247 0.319
H -1.29495 -3.44570 -4.18302 0.281
H -3.41073 1.86611 1.12925 0.204
```

Kohn-Sham gap, eV: 4.7

(3)
Formula: C6H12
Source: the OMol25 dataset
Level of theory: ωB97M-V with the def2-TZVPD basis set

Geometry as XYZ:
```
18
Properties=species:S:1:pos:R:3:mulliken_charge:R:1
C 1.83001 1.47612 0.16873 -1.583
C -0.73570 0.80873 0.23805 -0.808
C 0.63416 -0.85767 0.40620 -0.797
C -0.92761 -0.72542 0.43013 0.325
C -1.65395 -1.38596 -0.74763 -1.370
C 0.71790 0.53603 -0.25799 0.408
H 2.81997 1.07744 -0.11576 0.350
H 1.05148 -0.86516 1.42222 0.256
H -1.39338 -0.99274 1.37431 0.364
H -2.71213 -1.07155 -0.72196 0.342
H 0.72165 0.47913 -1.33734 0.251
H 1.82207 1.62697 1.24791 0.359
H -1.44695 1.29541 -0.43876 0.329
H -1.60194 -2.49216 -0.72739 0.344
H -1.19124 -1.05680 -1.69015 0.296
H -0.72436 1.34846 1.21532 0.250
H 1.72421 2.46986 -0.27545 0.369
H 1.06581 -1.67069 -0.19045 0.315
```

SMILES: C[C@H]1C[C@H](C)C1
Kohn-Sham gap, eV: 11.6

(4)
Formula: C4H5ClS2
Source: the OMol25 dataset
Level of theory: ωB97M-V with the def2-TZVPD basis set

Geometry as XYZ:
```
12
Properties=species:S:1:pos:R:3:mulliken_charge:R:1
Cl -2.30377 -1.42992 0.91547 -0.158
S 0.77982 -2.13847 -0.78027 -0.089
S 1.73068 -0.69830 1.68249 -0.178
C -0.29081 0.18481 0.05538 0.415
C 0.73507 -0.84108 0.39175 0.026
C -1.58871 0.00597 0.25130 -0.342
C 0.25137 1.48397 -0.48406 -1.140
H -0.55536 2.20136 -0.71446 0.341
H 0.94422 1.95227 0.24690 0.313
H 1.80484 -2.83737 -0.18623 0.160
H -2.31575 0.78816 0.01970 0.359
H 0.80840 1.32861 -1.39796 0.294
```

SMILES: C/C(=C/Cl)C(=S)S
Kohn-Sham gap, eV: 8.4

Calculated M in order - 538.801 317.429 84.162 152.671 g mol⁻¹